ORCA calculation (ωB97M-V/def2-TZVPD) on 2 unconnected molecules or ions with the total composition C2H6NO4S in a non-equilibrium geometry.

Structure (XYZ):
```
14
Properties=species:S:1:pos:R:3:forces:R:3:lowdin_charge:R:1
C 1.41622 0.41873 -0.33227 1.140 -0.281 0.690 -0.519
C 2.32820 -0.79359 -0.11780 -3.199 -1.904 -0.130 -0.118
N 1.78650 1.61880 -0.19239 0.982 -1.250 -0.086 0.083
O -0.51411 -0.97546 0.67887 -0.352 -1.412 1.415 -0.538
O -0.97772 1.30913 -0.08970 -0.180 -0.058 -0.268 -0.541
O -3.52218 0.60865 0.32163 2.372 0.060 -0.303 -0.201
O -3.23850 -0.75980 -0.15997 0.909 0.238 1.310 -0.203
S -0.43089 -0.05947 -0.46154 0.872 1.875 -1.288 0.727
H 1.49337 -1.45842 0.44410 2.173 0.750 -1.291 0.082
H 2.58254 -1.29668 -1.10514 -0.211 0.537 1.266 0.075
H 3.15884 -0.76027 0.57482 0.295 0.714 -0.225 0.045
H -2.50728 -1.10519 0.46645 -1.331 0.914 -1.037 0.057
H 0.96966 2.17840 -0.23211 -1.344 1.049 -0.108 -0.007
H -2.54466 1.07518 0.20505 -2.125 -1.232 0.056 0.058
```
Forces are in eV/Å.

- E (Eh) = -833.6394
- maximum force (eV/Å) = 3.73
- E_LUMO (eV) = 3.85
- total charge = -1
- HOMO level (eV) = -4.268

=====

ORCA calculation (ωB97M-V/def2-TZVPD) on a molecular structure, C45H49AsGeN5O11P2S2Y in a non-equilibrium geometry.

Structure (XYZ):
```
117
Properties=species:S:1:pos:R:3:forces:R:3:lowdin_charge:R:1
Y 0.33406 -1.15070 -0.04506 -0.218 1.014 0.743 1.493
N 2.17072 -2.28090 -3.41484 1.797 0.559 1.474 0.014
C 0.83948 -2.79406 -3.51389 -0.990 -0.012 -1.092 -0.637
C 0.68816 -3.41374 -4.92740 1.060 0.056 0.178 -0.080
P 0.45463 -3.93243 -2.14121 -0.893 -0.581 -0.725 0.385
O -0.79302 -4.77218 -2.79531 0.595 0.305 0.615 -0.148
O 1.62980 -4.83283 -2.00645 -0.409 0.078 0.627 -0.306
O -0.11794 -3.09479 -0.97316 0.718 -1.237 -0.959 -0.423
P -0.28858 -1.37424 -3.34659 -1.249 -0.177 -1.731 0.371
O -1.76103 -1.76687 -3.26708 1.049 -0.121 0.238 -0.300
O -0.15142 -0.56228 -4.73585 0.489 0.286 0.136 -0.129
O 0.23450 -0.49032 -2.26387 0.515 0.626 1.282 -0.376
H 2.81058 -3.09153 -3.33340 -0.456 0.468 -0.172 0.083
H 2.24602 -1.80952 -2.48632 0.200 -0.245 -0.886 0.032
H 0.66966 -0.04027 -4.69562 -0.285 -0.201 -0.159 0.084
H 1.19450 -4.38665 -5.02886 -0.316 0.167 0.382 0.088
H 1.15957 -2.76595 -5.68484 -0.193 0.055 0.512 0.081
H -0.33747 -3.49784 -5.17181 -1.088 -0.399 -0.415 0.053
H -1.41332 -4.09651 -3.10033 -0.482 0.049 0.054 0.043
H -2.12097 -1.08127 -1.92131 -0.401 -0.244 0.071 0.056
C 5.17053 -1.69699 -1.54051 0.098 -0.954 0.639 -0.190
As 3.96999 -2.29646 -0.13090 0.014 1.225 0.029 1.035
C 4.70601 -1.44899 1.39214 -0.366 0.560 1.701 -0.222
C 3.91813 -4.16034 -0.12394 0.708 -0.538 0.725 -0.186
O 2.50191 -1.54499 -0.43419 -0.244 -0.099 0.006 -0.596
H 6.16556 -1.60309 -1.08335 -0.268 0.168 -0.276 0.040
H 4.77499 -0.76938 -1.90704 -0.005 0.514 -0.154 0.033
H 5.20839 -2.43630 -2.33169 0.002 -0.030 -0.223 0.028
H 5.55609 -2.00225 1.86055 -0.698 0.414 -0.471 0.059
H 3.86564 -1.32770 2.14821 1.104 -0.315 -0.904 0.052
H 5.00921 -0.43254 1.07784 0.023 -0.532 0.112 0.044
H 3.15030 -4.43738 -0.80440 -0.732 -0.418 -0.791 -0.011
H 3.69379 -4.57361 0.85569 -0.002 0.276 0.033 0.036
H 4.88363 -4.51110 -0.46502 0.241 -0.148 -0.173 0.046
N -0.81750 -8.84697 1.84970 -0.704 -1.136 -0.328 0.083
C -0.38313 -7.57144 2.07794 0.404 1.128 1.872 -0.328
C -0.19713 -6.67341 1.05176 0.112 0.669 0.097 -0.011
C 0.34387 -5.41814 1.34279 -0.225 -0.431 -0.991 -0.061
C 0.63454 -5.01977 2.60341 -0.019 -0.492 2.853 -0.296
C 0.38990 -5.88487 3.71349 -0.968 -1.122 -0.673 -0.044
C -0.11705 -7.16495 3.45780 0.353 0.922 -2.857 -0.010
S 1.29231 -3.41575 2.96476 2.198 -0.158 -0.070 0.611
O 1.23863 -3.20149 4.40249 -0.678 -0.092 -0.971 -0.325
O 2.67102 -3.40296 2.42307 -1.633 0.270 0.239 -0.378
N 0.41994 -2.41220 2.07157 0.036 -0.673 0.548 -0.212
C -0.90078 -2.28256 2.34018 -1.476 1.423 0.694 -0.665
S -1.85406 -2.58206 3.83794 0.651 0.007 -0.866 1.020
C -3.23100 -1.79583 3.10940 1.021 -0.516 -0.155 -0.389
C -2.88701 -1.37726 1.86878 -1.306 0.460 0.811 -0.288
N -1.62521 -1.57570 1.46680 1.792 -1.574 0.220 -0.066
H -1.35415 -9.03009 1.00300 0.358 0.290 0.330 0.101
H -1.24495 -9.27611 2.65211 -0.044 -0.176 0.035 0.080
H -0.53690 -6.88572 0.04167 0.308 -0.108 0.050 0.118
H 0.52457 -4.73572 0.54083 -0.040 0.325 -0.409 0.072
H 0.44996 -5.59532 4.76052 0.414 0.357 -0.397 0.109
H -0.35670 -7.90399 4.18105 -0.022 -0.224 0.954 0.084
H -4.16434 -1.71670 3.63309 -0.125 0.000 -0.045 0.052
H -3.56608 -0.80942 1.26695 -0.091 0.053 -0.315 0.091
O -3.49241 3.33020 0.50118 -0.710 0.544 0.013 0.118
C -3.56921 2.34361 -0.16703 1.132 -0.874 0.214 -0.350
N -2.75078 1.18007 0.13722 -0.596 0.715 -0.239 0.212
C -2.86983 0.39349 -0.87361 -0.147 1.006 0.469 -0.381
O -2.21228 -0.71343 -0.96664 0.659 -0.804 -0.570 0.031
C -3.80760 0.87706 -1.89123 0.042 -1.050 -1.583 -0.091
C -4.10771 0.33573 -3.13240 -0.598 1.294 0.814 0.030
C -4.96433 1.09256 -3.92734 0.358 -0.103 1.078 -0.066
C -5.58581 2.21811 -3.43504 -0.399 0.952 -0.350 -0.070
C -5.23833 2.75787 -2.19434 -0.356 0.263 -0.557 -0.012
C -4.30108 2.08920 -1.47877 0.591 -0.215 1.414 -0.095
H -3.75298 -0.59395 -3.47670 0.718 -0.829 -0.293 0.090
H -5.05742 0.78965 -4.92228 -0.704 -0.427 -1.415 0.088
H -6.32115 2.75353 -4.04637 0.363 -0.210 0.129 0.108
H -5.64085 3.69718 -1.86398 -0.171 0.205 0.147 0.118
C 1.77228 2.26187 -1.25262 -0.626 -1.033 0.022 -0.222
Ge 0.30253 3.06078 -0.20195 0.354 -0.708 -0.171 1.064
C -0.79504 3.95555 -1.55729 0.605 -0.612 -0.125 -0.304
C -1.28498 5.23283 -1.36708 -0.694 -0.547 -0.135 -0.114
C -2.18112 5.68949 -2.29577 -0.690 1.463 -0.970 -0.112
C -2.53090 4.94679 -3.41091 -1.179 0.227 -1.026 -0.113
C -2.02450 3.66953 -3.65259 0.879 0.907 1.124 -0.090
C -1.11323 3.20870 -2.72261 0.345 -0.055 1.452 -0.113
C 1.12895 4.39739 0.96383 -0.843 -0.615 -0.494 -0.253
C 2.42190 4.68907 0.75840 1.379 2.037 1.062 -0.126
C 3.05264 5.74027 1.47742 -0.039 0.988 1.525 -0.069
C 2.33412 6.45882 2.43530 -0.053 -0.362 -1.093 -0.032
C 0.93784 6.21273 2.61671 -0.104 -1.234 -0.105 -0.169
C 0.07063 6.86166 3.51203 0.331 0.620 1.048 -0.062
C -1.23802 6.51399 3.72478 0.827 -0.494 -0.955 -0.084
C -1.77197 5.41238 3.02243 0.550 0.126 -0.356 -0.056
C -0.97625 4.72102 2.13317 -0.155 1.495 1.370 -0.054
C 0.36684 5.11481 1.92275 -0.101 -0.278 -0.590 -0.184
H 2.60565 2.92863 -1.26939 0.588 0.440 -0.320 -0.009
H 1.40439 2.02601 -2.24659 0.078 0.379 -0.285 -0.005
H 2.11629 1.28760 -0.89894 0.031 0.150 0.401 -0.013
H -1.13059 5.82730 -0.48913 0.472 0.057 0.403 0.095
H -2.59862 6.71266 -2.22420 0.182 -0.701 0.130 0.108
H -3.27880 5.39179 -4.10058 0.604 -0.394 0.386 0.104
H -2.22860 3.08595 -4.51044 -0.495 -0.361 -0.790 0.090
H -0.63196 2.22689 -2.75229 -0.401 0.105 -0.497 0.076
H 3.10232 4.27706 0.07514 0.200 -1.150 -1.101 0.066
H 4.13623 5.98128 1.31581 -1.160 -0.323 0.130 0.108
H 2.77634 7.25633 3.00793 0.260 0.175 0.066 0.094
H 0.46963 7.60712 4.18968 0.195 0.340 -0.238 0.101
H -1.77808 7.11791 4.41578 -0.621 0.052 0.450 0.086
H -2.78452 5.09955 3.15918 -0.496 -0.121 0.123 0.096
H -1.40510 3.88208 1.65419 -0.181 -0.802 -0.611 0.055
C 1.05744 2.26795 4.02969 -1.455 -0.750 0.579 -0.126
C 2.10310 1.91915 3.25143 1.706 1.172 -1.103 -0.129
C 1.86585 1.28288 2.01884 1.663 -0.968 0.347 -0.220
C 0.64948 0.73519 1.67456 -1.428 -0.710 -0.544 -0.278
C -0.41410 0.91340 2.61918 1.336 1.390 0.055 -0.154
C -0.19498 1.69469 3.73948 0.241 0.223 0.318 -0.100
H 1.16612 2.91803 4.88294 0.088 -0.015 0.235 0.094
H 3.09043 2.34522 3.53019 -0.477 -0.491 -0.476 0.104
H 2.74574 1.05468 1.36179 -0.649 0.477 0.532 0.080
H -1.42558 0.63761 2.41329 -0.307 -0.436 -0.119 0.052
H -0.96886 1.87887 4.46250 -0.574 0.099 0.023 0.089
```
Forces are in eV/Å.

- E (Eh) = -8676.1690
- maximum force (eV/Å) = 3.02
- spin multiplicity = 2
- E_LUMO (alpha / beta) (eV) = 1.96 / 1.95
- total charge = -1
- expectation value of S² = 0.7555
- HOMO level (alpha / beta) (eV) = -3.727 / -5.171

=====

ORCA calculation (ωB97M-V/def2-TZVPD) on a single C2Cl4O molecule in a non-equilibrium geometry.

Structure (XYZ):
```
7
Properties=species:S:1:pos:R:3:forces:R:3:lowdin_charge:R:1
C -0.86774 -0.33144 -0.27664 4.627 -0.714 6.617 -1.108
C 0.74656 -0.67497 -0.07984 -2.163 0.589 -0.615 -1.553
O -1.38660 -0.64672 -1.30152 -2.993 -1.644 -6.392 0.116
Cl -1.62135 0.64650 0.86214 -0.223 0.496 0.307 0.735
Cl 1.33526 0.88022 -0.64835 1.392 0.481 0.007 0.616
Cl 1.07678 -0.98741 1.62129 0.010 0.138 -0.506 0.608
Cl 1.38175 -1.99671 -1.11586 -0.650 0.655 0.581 0.586
```
Forces are in eV/Å.

- E (Eh) = -1992.0367
- maximum force (eV/Å) = 8.11
- spin multiplicity = 3
- E_LUMO (alpha / beta) (eV) = 0.35 / -3.97
- expectation value of S² = 2.0076
- HOMO level (alpha / beta) (eV) = -6.690 / -11.473

=====

ORCA calculation (ωB97M-V/def2-TZVPD) on a single C3H5N3S molecule in a non-equilibrium geometry.

Structure (XYZ):
```
12
Properties=species:S:1:pos:R:3:forces:R:3:lowdin_charge:R:1
C -0.97734 0.44102 0.39308 1.364 1.967 -1.673 -0.457
C -2.17958 0.81935 0.82680 0.649 -1.556 -0.138 0.104
C -0.09482 1.43009 -0.18107 1.224 2.015 1.356 0.058
N -0.40476 -0.77074 0.62581 -1.568 -1.289 1.742 -0.020
N 0.55848 -1.37751 0.23085 1.343 -2.674 0.522 -0.305
N 2.57970 -2.44372 -0.87507 -0.794 -0.970 1.618 -0.356
S 1.56616 -1.28764 -1.08974 0.332 2.099 -1.964 0.815
H -2.96881 0.23391 1.16397 -0.840 -1.364 0.823 0.054
H -2.39517 1.79799 0.68103 -0.724 2.889 -0.435 0.034
H 0.68986 1.19360 -0.89990 -0.331 -0.178 0.195 -0.003
H 0.15662 2.36261 0.45735 -0.830 -1.401 -1.388 0.098
H 3.46969 -2.39897 -1.33312 0.175 0.462 -0.658 -0.021
```
Forces are in eV/Å.

- E (Eh) = -679.5214
- maximum force (eV/Å) = 3.04
- E_LUMO (alpha / beta) (eV) = -1.40 / -0.69
- HOMO level (alpha / beta) (eV) = -7.858 / -8.194

=====

ORCA calculation (ωB97M-V/def2-TZVPD) on a molecular structure, C3H10NOP in a non-equilibrium geometry.

Structure (XYZ):
```
16
Properties=species:S:1:pos:R:3:forces:R:3:lowdin_charge:R:1
C -0.76261 1.87390 0.27621 -0.026 1.388 -0.088 -0.116
C -1.40144 -0.40860 -0.02535 -0.606 1.378 -2.054 -0.153
C 1.44979 -1.69824 0.27406 1.383 1.640 1.350 -0.196
N -0.33665 0.47726 0.33768 -0.185 1.254 0.677 -0.376
O 2.21260 1.04296 -0.16536 2.072 1.945 0.836 -0.344
P 1.15838 0.08292 -0.21760 -2.431 -4.230 -4.035 0.554
H -0.97586 2.40706 1.19969 0.371 -0.760 0.998 0.075
H 0.02739 2.52317 -0.14230 -0.578 -0.417 -0.484 0.082
H -1.76717 1.97928 -0.17731 0.874 -0.187 -0.751 0.086
H -1.59538 -0.41393 -1.12902 0.221 0.312 0.408 0.092
H -1.11745 -1.37846 0.16161 -0.057 -2.257 1.059 0.028
H -2.31177 -0.04055 0.40988 -0.380 -0.495 0.637 0.085
H 0.62258 -2.31889 0.05479 -0.597 -0.619 -0.981 0.003
H 2.40347 -1.94356 -0.22731 -0.696 -0.226 0.054 0.050
H 1.58572 -1.86641 1.36855 0.161 0.612 -0.587 0.060
H 0.80840 -0.31789 -1.99823 0.476 0.665 2.960 0.069
```
Forces are in eV/Å.

- E (Eh) = -591.6112
- maximum force (eV/Å) = 6.33
- E_LUMO (eV) = 0.95
- HOMO level (eV) = -9.162

=====

ORCA calculation (ωB97M-V/def2-TZVPD) on a gas-phase ion, C6H14NO (charge -1).

Structure (XYZ):
```
22
Properties=species:S:1:pos:R:3:forces:R:3:lowdin_charge:R:1
C -2.26801 -1.13356 1.22553 -0.099 -0.231 -0.124 -0.139
C -0.81348 -1.49374 0.87209 -0.373 0.290 0.100 -0.268
C -0.33546 -1.08920 -0.52114 0.135 0.228 0.759 -0.239
C -0.66086 0.34356 -0.92882 0.680 0.095 0.114 -0.215
C 0.23013 1.45147 -0.32255 0.199 0.281 0.251 -0.270
N 1.55332 1.67810 -0.91763 -0.469 -0.324 -0.443 -0.093
C 2.71665 1.10458 -0.13709 0.154 -0.241 -0.065 -0.579
O 2.65811 -0.17280 0.22916 -0.310 0.199 -0.052 -0.330
H -2.41983 -0.09183 1.54497 0.220 -0.300 -0.003 0.064
H -2.95446 -1.29443 0.38532 0.133 -0.048 -0.052 0.062
H -2.59475 -1.81485 2.01685 -0.150 0.291 0.156 0.052
H -0.15263 -1.02710 1.61515 -0.019 -0.313 -0.100 0.104
H -0.72058 -2.58813 0.93288 0.172 0.251 0.231 0.097
H -0.74892 -1.80208 -1.23953 0.046 0.045 -0.177 0.097
H 0.75489 -1.16129 -0.45494 0.160 -0.116 -0.456 0.082
H -1.68662 0.61935 -0.69353 -0.346 -0.151 -0.161 0.082
H -0.52135 0.36459 -2.00575 -0.236 0.346 -0.392 0.091
H 0.37919 1.24441 0.74790 -0.015 0.043 -0.140 0.106
H -0.33528 2.40393 -0.39091 0.030 -0.318 0.064 0.085
H 1.53277 1.28920 -1.86459 0.236 -0.044 0.399 0.072
H 2.79252 1.84015 0.71041 0.023 -0.145 0.047 0.069
H 3.59465 1.32966 -0.80379 -0.172 0.161 0.044 0.068
```
Forces are in eV/Å.

- E (Eh) = -366.9872
- SMILES = CCCCCNC[O-]
- maximum force (eV/Å) = 0.80
- E_LUMO (eV) = 3.75
- total charge = -1
- HOMO level (eV) = -2.522

=====

Q: What is the maximum force in the fourth record?
A: 3.04 eV/Å